(1)
ORCA calculation (ωB97M-V/def2-TZVPD) on C13H20Cl2N2O3S2 in the gas phase in a non-equilibrium geometry.

Results
Strongest force on any atom: 3.6 eV/Å
E_tot: -69639.907 eV
HOMO energy: -0.312 hartree
SMILES string: C[C@@H]1C[C@H](C)N(C[C@@H](O)CNS(=O)(=O)c2cc(Cl)sc2Cl)C1
Orbital gap: 8.41 eV
Relative energy (zero: lowest compared OMol25 entry of this formula, charge and spin): 0.00 kJ/mol

Geometry as XYZ:
```
42
Properties=species:S:1:pos:R:3:forces:R:3
C 0.133 5.147 -0.778 -0.2 0.4 1.6
C 0.491 3.764 -0.216 1.5 -0.1 1.2
C 1.401 2.860 -1.073 -1.6 1.0 -1.3
C 0.428 1.821 -1.712 1.0 3.0 1.3
C -0.246 2.280 -2.962 -0.6 0.7 -0.6
N -0.409 1.538 -0.590 0.2 0.6 1.1
C -1.335 0.441 -0.669 1.0 0.4 2.7
C -1.762 -0.189 0.737 2.1 -1.0 -1.2
O -2.821 -1.045 0.294 -0.2 0.2 1.7
C -0.626 -1.161 1.431 -0.4 -0.4 -0.2
N -0.533 -2.392 0.531 -1.0 2.3 -2.6
S -0.786 -3.927 0.881 -0.7 -2.6 0.7
O -1.201 -4.675 -0.310 1.6 1.5 1.1
O -1.732 -4.032 1.960 0.5 0.1 0.6
C 0.880 -4.486 1.472 0.4 -0.9 2.1
C 1.970 -4.721 0.564 2.5 -0.3 1.2
C 3.194 -5.012 1.264 -2.1 0.0 -1.2
Cl 4.753 -5.329 0.517 -1.1 0.2 0.5
S 3.018 -5.217 3.003 -2.6 1.0 -1.7
C 1.232 -4.769 2.844 1.1 0.6 -2.7
Cl 0.316 -4.457 4.244 0.1 -0.2 -0.1
C -0.708 2.851 0.091 1.3 -1.5 0.2
H -0.578 5.050 -1.580 -0.6 0.2 -0.1
H -0.258 5.720 0.118 -0.2 -0.4 -1.3
H 0.927 5.808 -1.147 0.4 -0.7 0.1
H 1.015 3.924 0.782 -0.4 0.0 -1.2
H 1.991 2.307 -0.375 1.1 -0.2 -0.1
H 1.879 3.467 -1.879 0.4 -0.7 0.9
H 1.058 1.052 -1.967 1.1 -2.5 -0.5
H 0.439 2.705 -3.724 -0.2 -0.4 0.5
H -0.655 1.353 -3.328 -0.7 0.0 -0.9
H -1.052 3.028 -2.788 0.4 -0.5 -0.1
H -2.218 0.737 -1.127 -2.2 0.4 -0.9
H -0.909 -0.329 -1.273 0.5 -0.6 -0.4
H -1.991 0.618 1.455 -0.4 -0.5 -0.2
H -3.061 -1.621 1.053 -0.1 0.3 -0.7
H -0.902 -1.492 2.450 -0.6 0.1 -0.5
H 0.373 -0.703 1.653 -0.8 -0.2 -1.1
H -1.265 -2.264 -0.266 1.7 0.0 1.4
H 1.914 -4.687 -0.545 0.0 0.1 1.1
H -0.779 2.695 1.162 -0.1 -0.2 0.2
H -1.582 3.343 -0.198 -1.9 0.5 -0.9
```
Positions in Å, forces in eV/Å.



(2)
ORCA calculation (ωB97M-V/def2-TZVPD) on a molecular structure, C6H5IrO6 in a non-equilibrium geometry.

Results
Strongest force on any atom: 9.5 eV/Å
E_tot: -21380.584 eV
HOMO energy (alpha / beta): -0.680 / -0.928 hartree
Orbital gap (alpha / beta): 6.25 / 6.27 eV
Charge: +3
Multiplicity: 6
Relative energy (zero: lowest compared OMol25 entry of this formula, charge and spin): 0.00 kJ/mol

Geometry as XYZ:
```
18
Properties=species:S:1:pos:R:3:forces:R:3
O -1.226 -5.181 -0.482 1.3 4.5 -0.2
C -0.899 -4.079 -0.537 -1.1 -4.0 0.2
Ir 0.438 0.732 -0.798 -0.4 1.2 -0.8
O 1.484 -1.602 0.974 -0.3 1.7 -1.4
C 1.016 -0.849 0.232 0.2 -4.6 2.7
C 2.201 1.557 -0.734 7.7 3.4 0.3
O 3.253 2.041 -0.720 -4.6 -2.1 0.0
C -0.469 2.426 -1.366 -3.9 5.3 -1.0
O -0.989 3.404 -1.687 2.3 -3.8 1.0
C 0.622 0.003 -2.554 0.7 -4.0 -8.6
O 0.756 -0.430 -3.622 -0.6 2.0 4.8
H -0.447 -2.521 -0.635 0.1 -0.4 0.2
C -1.120 0.415 2.123 -0.6 0.4 -2.2
O -0.316 1.254 1.265 -1.7 -0.8 2.8
H -0.528 0.174 3.013 0.5 0.0 1.1
H -1.379 -0.493 1.568 0.5 -0.1 0.1
H -2.026 0.967 2.403 0.0 0.4 0.7
H -0.371 2.183 1.554 0.1 1.0 0.5
```
Positions in Å, forces in eV/Å.



(3)
ORCA calculation (ωB97M-V/def2-TZVPD) on 2 unconnected molecules or ions with the total composition C6H15O.

Results
Strongest force on any atom: 0.7 eV/Å
E_tot: -8512.423 eV
HOMO energy: -0.091 hartree
Orbital gap: 6.75 eV
Charge: -1
Relative energy (zero: lowest compared OMol25 entry of this formula, charge and spin): 10.96 kJ/mol

Geometry as XYZ:
```
22
Properties=species:S:1:pos:R:3:forces:R:3
C -0.104 2.441 -0.353 0.3 0.3 -0.3
C -0.150 -0.941 -2.157 0.0 -0.2 0.7
C -0.765 0.311 -1.536 0.2 0.1 -0.7
C 0.261 1.456 -1.450 -0.3 -0.5 -0.1
H -1.142 2.773 -0.452 0.0 0.0 0.1
H 0.552 3.317 -0.411 -0.1 0.1 0.1
H 0.051 1.929 0.599 -0.1 0.0 0.0
H -0.879 -1.756 -2.218 0.0 0.1 -0.3
H 0.616 -1.303 -1.466 0.1 0.1 0.0
H 0.308 -0.758 -3.133 -0.1 0.0 -0.1
H -1.137 0.069 -0.545 0.2 0.0 0.1
H -1.605 0.645 -2.162 -0.1 0.0 0.1
H 1.247 1.036 -1.237 -0.1 -0.1 0.2
H 0.335 1.912 -2.447 0.0 0.2 0.1
C 0.650 -0.892 2.171 -0.1 0.6 -0.4
O 0.535 -0.195 1.015 0.0 -0.1 0.3
C -0.352 -2.054 2.251 0.0 -0.5 0.3
H 0.465 -0.254 3.083 0.1 -0.2 0.0
H 1.687 -1.292 2.322 -0.1 -0.2 0.1
H -0.172 -2.724 3.111 0.1 0.1 0.0
H -0.297 -2.661 1.342 0.1 0.1 0.0
H -1.378 -1.690 2.345 0.0 0.2 -0.1
```
Positions in Å, forces in eV/Å.



(4)
ORCA calculation (ωB97M-V/def2-TZVPD) on a molecular structure, C37H54CsN5P in a non-equilibrium geometry.

Results
Strongest force on any atom: 3.3 eV/Å
E_tot: -56527.839 eV
HOMO energy: -0.120 hartree
Orbital gap: 5.18 eV
Charge: -1

Geometry as XYZ:
```
98
Properties=species:S:1:pos:R:3:forces:R:3
Cs 1.351 -0.567 -0.305 -0.3 0.1 0.7
C -0.335 0.178 -3.048 0.7 -0.6 -0.2
C -1.524 -0.647 -3.543 0.6 0.1 0.3
C -1.807 -1.714 -2.458 -1.2 2.2 1.7
N -0.683 -2.226 -1.713 -0.3 -0.5 -0.5
C -0.227 -3.360 -2.199 -0.8 -0.3 1.7
C -0.471 -3.929 -3.433 -0.6 1.2 -0.6
C 0.084 -5.111 -3.865 -0.3 -2.5 0.8
C 0.089 -6.330 -3.149 0.5 1.1 -0.3
C 0.021 -6.494 -1.745 0.3 1.1 -0.4
C 0.252 -5.484 -0.847 -0.2 -0.5 -0.4
C 0.620 -4.144 -1.236 1.6 1.7 -0.3
N 1.628 -3.443 -0.828 0.3 -0.6 0.3
C 2.626 -3.982 0.091 0.2 0.0 -0.3
C 4.057 -3.254 0.031 -1.9 -0.8 0.2
C 4.431 -2.550 -1.264 2.6 2.0 0.7
N 3.933 -1.192 -1.364 -1.5 0.4 -1.1
C 4.472 -0.200 -2.021 0.9 -1.2 1.9
C 5.896 -0.173 -2.375 -1.4 -0.2 -1.2
C 6.655 0.958 -2.571 1.7 -1.8 0.1
C 6.553 2.288 -2.234 -0.4 2.0 -0.3
C 5.342 2.959 -2.070 -1.0 -1.3 0.5
C 4.093 2.357 -1.948 0.2 -0.3 -0.6
C 3.602 1.017 -2.260 0.7 0.9 0.4
N 2.391 0.806 -2.639 -0.3 -0.8 -1.1
C 1.516 1.838 -3.149 0.3 0.2 0.8
C 0.219 1.379 -3.809 -0.8 0.0 0.3
H 0.530 -0.518 -2.986 -0.6 0.3 -0.2
H -0.504 0.430 -1.994 -0.3 0.4 -0.2
H -1.248 -1.155 -4.462 0.0 0.1 -0.4
H -2.397 -0.009 -3.731 0.0 -0.3 0.1
H -2.454 -2.497 -2.806 -0.4 -0.5 -0.5
H -2.443 -1.151 -1.679 0.6 -0.6 -0.8
H -1.125 -3.364 -4.110 1.0 0.0 -0.2
H 0.522 -5.175 -4.849 -0.9 -0.2 -0.8
H 0.093 -7.215 -3.746 0.6 -0.6 -0.3
H -0.031 -7.506 -1.400 -0.4 -0.4 0.4
H 0.259 -5.673 0.209 0.1 -0.3 0.4
H 2.723 -5.068 -0.032 0.2 0.0 -0.1
H 2.254 -3.831 1.111 0.0 -0.1 0.2
H 4.826 -4.019 0.235 -0.3 0.3 0.1
H 4.003 -2.549 0.876 0.6 0.1 -0.4
H 4.145 -3.083 -2.160 -0.1 -0.4 -0.2
H 5.568 -2.443 -1.202 -0.9 -0.7 -0.4
H 6.308 -1.171 -2.658 -0.2 1.1 0.2
H 7.635 0.692 -2.990 0.0 0.1 0.4
H 7.449 2.900 -2.123 0.0 -0.3 -0.6
H 5.266 4.039 -2.081 0.6 0.2 0.6
H 3.295 2.996 -1.615 -0.4 0.5 -0.4
H 1.955 2.473 -3.877 1.3 0.6 -0.8
H 1.303 2.560 -2.364 -0.5 0.1 0.5
H 0.337 1.176 -4.881 0.3 -0.4 0.2
H -0.430 2.278 -3.806 -0.1 -0.5 0.2
C -5.903 2.485 0.891 0.5 -0.9 0.5
C -4.692 1.619 0.447 -0.4 -0.2 0.0
C -4.798 0.193 1.062 -0.9 1.0 -0.1
P -2.968 2.275 0.534 0.0 0.3 1.6
C -3.130 4.057 0.010 -0.3 0.2 -0.6
C -3.818 3.971 -1.390 -1.8 -0.6 0.6
C -3.677 5.201 0.916 -1.9 -0.6 -2.0
C -2.638 2.396 2.409 1.9 -1.4 -0.5
C -1.246 3.083 2.583 -0.5 0.7 -1.1
C -3.659 2.907 3.433 -0.6 -0.8 -0.5
H -6.766 1.850 0.695 -0.4 0.1 0.2
H -6.007 3.364 0.271 0.0 0.3 0.2
H -5.881 2.728 1.983 -0.1 -0.1 -1.1
H -4.794 1.455 -0.638 -0.1 0.1 0.2
H -4.706 0.199 2.163 -0.5 0.1 -0.4
H -4.002 -0.423 0.720 0.7 -0.6 -0.5
H -5.774 -0.223 0.686 0.9 0.1 0.8
H -2.104 4.353 -0.193 0.4 -0.1 -0.1
H -4.948 3.756 -1.293 1.7 0.5 -0.1
H -3.445 3.122 -1.986 0.2 0.4 0.2
H -3.735 4.887 -1.962 0.2 0.2 -0.1
H -4.779 5.005 1.133 1.4 0.4 0.0
H -3.623 6.137 0.287 0.0 -0.7 0.9
H -3.119 5.289 1.822 0.3 0.2 0.6
H -2.318 1.338 2.668 -0.9 0.8 -0.3
H -1.361 4.188 2.564 0.2 -0.6 0.2
H -0.524 2.830 1.774 -0.6 0.0 0.4
H -0.829 2.733 3.510 0.3 0.2 0.5
H -4.432 3.482 2.912 0.2 0.0 0.5
H -3.161 3.561 4.140 0.0 0.0 0.3
H -4.144 2.036 3.957 0.4 1.0 -0.4
N 2.461 -1.547 3.981 0.1 0.2 -0.1
C 1.616 -1.115 4.963 -1.0 0.4 1.0
C 2.027 -0.265 6.028 0.9 -1.1 -1.1
C 1.192 0.116 7.036 -1.9 0.3 0.6
C -0.161 -0.303 7.013 -0.2 -0.5 -0.7
C -0.601 -1.167 5.948 0.7 1.6 1.1
C 0.265 -1.522 4.914 0.4 0.8 1.2
H 2.141 -2.303 3.394 0.5 0.2 0.0
H 3.428 -1.284 4.029 0.0 -0.3 -0.3
H 3.070 0.007 6.092 0.2 0.1 -0.2
H 1.552 0.793 7.828 -0.2 -0.5 -0.5
H -0.902 0.087 7.744 0.7 -0.5 -0.5
H -1.656 -1.420 5.949 0.1 -0.2 -0.3
H -0.068 -2.031 4.041 -0.4 -0.6 -0.4
```
Positions in Å, forces in eV/Å.



(5)
ORCA calculation (ωB97M-V/def2-TZVPD) on a molecular structure, C31H48HfN2O6P2 in a non-equilibrium geometry.

Results
Strongest force on any atom: 6.5 eV/Å
E_tot: -68054.223 eV
HOMO energy (alpha / beta): -0.518 / -0.522 hartree
Orbital gap (alpha / beta): 5.28 / 5.49 eV
Charge: +2
Relative energy (zero: lowest compared OMol25 entry of this formula, charge and spin): 289.96 kJ/mol

Geometry as XYZ:
```
90
Properties=species:S:1:pos:R:3:forces:R:3
Hf -0.777 -0.175 -0.410 6.3 -0.4 1.8
C -0.052 -2.754 0.645 0.7 0.4 -0.9
C -0.689 -2.578 -0.650 0.6 0.6 -0.2
C 1.526 -1.822 -0.747 -1.4 -0.3 -1.0
C 1.308 -2.367 0.540 -1.3 -0.2 0.1
C 0.306 -1.941 -1.525 0.5 -0.3 1.0
C -0.655 -3.480 1.788 -0.4 0.1 0.5
H -1.751 -3.452 1.756 0.2 -0.1 0.0
H -0.344 -3.048 2.746 0.0 -0.2 -0.1
H -0.359 -4.540 1.796 0.0 0.3 -0.1
C 2.348 -2.625 1.554 0.3 0.2 0.6
H 1.939 -2.535 2.571 0.2 -0.1 -0.2
H 3.183 -1.925 1.464 -0.1 -0.3 0.0
H 2.771 -3.639 1.464 -0.2 0.2 -0.1
C 2.805 -1.311 -1.284 0.4 0.5 0.1
H 3.440 -2.120 -1.688 -0.3 0.2 0.2
H 3.370 -0.805 -0.488 0.0 -0.1 -0.3
H 2.628 -0.590 -2.096 0.1 -0.2 0.2
C 0.299 -1.960 -3.015 -0.1 -0.1 -0.7
H 0.322 -2.994 -3.386 0.0 0.2 0.0
H 1.170 -1.439 -3.426 -0.1 -0.1 0.1
H -0.586 -1.482 -3.443 0.3 -0.1 0.0
C -1.684 -3.561 -1.137 -0.3 -0.7 -0.2
H -1.186 -4.542 -1.242 -0.3 0.3 0.0
H -2.082 -3.289 -2.114 0.2 -0.1 0.1
H -2.516 -3.681 -0.434 0.2 -0.1 -0.2
C -2.795 0.722 -0.140 -3.8 -2.1 1.1
C -2.912 -0.716 -0.016 -5.0 2.1 1.3
C -4.107 -1.425 -0.649 0.5 -0.4 0.4
C -4.042 -1.700 -2.154 -0.3 -0.5 -0.5
C -3.013 -0.901 -2.897 -0.5 0.3 -0.6
C -3.044 0.444 -2.964 -0.3 -0.1 -0.5
C -4.090 1.308 -2.303 -0.3 0.1 -0.5
C -3.922 1.511 -0.792 0.4 0.3 -0.2
H -5.016 -0.850 -0.433 0.3 0.2 0.1
H -5.047 -1.532 -2.573 0.3 0.2 0.0
H -4.234 -2.385 -0.130 0.0 0.3 -0.1
H -4.867 1.249 -0.294 0.3 -0.1 0.1
H -2.442 1.301 0.742 0.8 -0.6 -0.6
H -2.709 -1.173 0.970 0.9 0.1 -0.8
H -3.773 2.580 -0.582 0.1 -0.4 0.0
H -4.085 2.289 -2.794 0.0 -0.3 0.1
H -2.442 0.979 -3.702 0.0 -0.4 0.3
H -5.099 0.916 -2.492 0.3 -0.2 -0.1
H -3.873 -2.768 -2.339 0.0 0.4 0.2
H -2.390 -1.481 -3.586 -0.1 0.4 0.3
P -1.343 0.199 2.586 0.1 -0.1 -0.2
C 0.024 -0.213 3.702 0.1 -0.1 0.3
H -0.287 0.040 4.728 0.3 -0.1 -0.3
H 0.921 0.366 3.436 -0.4 -0.1 0.2
H 0.260 -1.286 3.643 -0.1 0.4 0.1
C -1.573 1.991 2.896 0.1 0.1 0.0
H -1.607 2.128 3.988 -0.1 0.1 -0.3
H -2.519 2.341 2.458 0.2 0.0 0.2
H -0.742 2.573 2.464 -0.4 -0.3 0.2
C -2.818 -0.510 3.425 0.2 -0.1 0.0
H -3.730 -0.330 2.831 0.3 0.0 0.3
H -2.917 -0.022 4.411 -0.1 -0.3 -0.4
H -2.687 -1.597 3.558 -0.1 0.4 0.0
P -0.118 1.782 -2.141 0.3 1.6 -0.8
C 0.023 1.531 -3.948 -0.2 -0.4 -0.1
H -0.198 2.478 -4.461 0.1 -0.3 0.1
H -0.647 0.741 -4.306 0.3 0.3 -0.1
H 1.058 1.223 -4.165 -0.3 0.2 0.0
C -1.289 3.175 -1.900 -0.3 -0.1 0.0
H -2.325 2.858 -2.038 0.3 0.3 -0.1
H -1.033 3.985 -2.603 -0.1 -0.3 0.3
H -1.174 3.544 -0.871 0.0 -0.1 -0.2
C 1.396 2.788 -1.940 0.4 -0.3 0.4
H 1.410 3.550 -2.734 0.0 -0.3 0.2
H 2.288 2.157 -2.028 -0.1 0.2 0.0
H 1.405 3.289 -0.964 0.0 -0.1 -0.3
O 0.971 2.819 1.205 0.3 -1.6 -0.4
C 1.460 1.701 1.052 -0.3 0.9 0.0
O 0.783 0.643 0.602 0.7 1.1 0.2
C 2.936 1.508 1.332 0.6 0.3 0.6
C 3.798 2.507 0.850 0.5 0.3 0.2
C 5.163 2.506 1.190 -1.2 -1.4 0.5
C 5.700 1.480 1.982 -0.2 0.1 0.0
C 4.828 0.511 2.486 -0.7 0.7 -1.3
C 3.447 0.533 2.203 0.2 0.1 -0.3
N 5.381 -0.646 3.161 1.4 -2.2 2.0
O 6.591 -0.650 3.450 -2.5 0.3 -0.8
O 4.611 -1.599 3.432 1.1 2.0 -0.7
N 6.018 3.574 0.725 2.5 2.7 -1.0
O 5.505 4.507 0.065 0.6 -2.2 1.3
O 7.238 3.541 1.016 -3.0 -0.4 -0.5
H 3.412 3.328 0.246 0.2 -0.2 0.2
H 6.766 1.437 2.198 -0.3 0.0 0.0
H 2.781 -0.197 2.663 0.4 0.1 -0.2
```
Positions in Å, forces in eV/Å.



(6)
ORCA calculation (ωB97M-V/def2-TZVPD) on a molecular structure, C5H9CuO2 in a non-equilibrium geometry.

Results
Strongest force on any atom: 4.3 eV/Å
E_tot: -54052.696 eV
HOMO energy (alpha / beta): -0.447 / -0.445 hartree
Orbital gap (alpha / beta): 5.73 / 5.39 eV
Charge: +1
Multiplicity: 2
Relative energy (zero: lowest compared OMol25 entry of this formula, charge and spin): 133.50 kJ/mol

Geometry as XYZ:
```
17
Properties=species:S:1:pos:R:3:forces:R:3
O -5.526 1.540 1.326 -1.5 0.5 0.5
Cu -7.400 0.453 2.822 1.0 0.3 -0.3
C -4.675 0.767 1.941 1.5 -2.0 -1.5
O -3.772 0.119 1.409 -1.9 0.9 2.5
C -5.588 1.783 -0.122 0.5 0.2 -0.5
C -7.023 2.095 -0.455 -0.3 0.0 0.1
H -4.907 2.621 -0.305 -0.2 -0.1 0.0
H -5.231 0.909 -0.678 0.0 0.1 0.4
H -7.484 2.792 0.261 0.3 0.0 -0.3
H -7.062 2.534 -1.460 -0.1 -0.1 0.3
H -7.628 1.177 -0.449 0.1 0.2 -0.1
C -2.418 0.209 -0.157 2.1 -0.5 -3.7
C -2.747 -0.539 -1.291 -0.3 0.7 2.1
H -2.424 1.297 -0.276 -0.8 -0.2 0.5
H -1.548 -0.129 0.419 -0.7 0.0 0.2
H -3.551 -0.213 -1.952 0.5 0.0 -0.1
H -2.342 -1.543 -1.432 -0.3 0.3 0.1
```
Positions in Å, forces in eV/Å.



> The lowest strongest force on any atom belongs to which entry?

C6H15O



> Number 4 is which compound?

C37H54CsN5P